Here is C5H8O2 in the gas phase at a distorted geometry from the OMol25 dataset. Energies are from the ωB97M-V functional and the def2-TZVPD basis.

The geometry in XYZ format:
```
15
Properties=species:S:1:pos:R:3:forces:R:3
O 2.237 -0.333 -0.419 -0.060 0.719 -0.195
C 1.175 0.179 0.359 -0.800 0.838 -0.300
C -0.054 1.239 -0.066 0.233 -0.234 -0.269
C -0.959 0.054 0.134 -0.055 -0.094 -0.174
O -2.164 0.070 0.808 -0.401 0.193 -0.195
C -0.559 -1.021 -0.818 -0.183 -0.181 -0.156
C 0.126 -0.888 0.532 0.048 0.110 0.214
H 3.091 0.053 -0.195 -0.338 0.202 0.051
H 1.457 0.833 1.161 1.009 -0.982 1.208
H -0.247 2.002 0.719 0.623 -0.476 -0.321
H -0.058 1.737 -1.037 -0.030 -0.229 -0.073
H -2.843 0.377 0.199 -0.150 0.014 0.025
H -1.276 -1.825 -0.914 0.138 -0.113 0.088
H 0.008 -0.775 -1.717 -0.222 -0.089 0.205
H 0.067 -1.703 1.253 0.187 0.321 -0.109
```
Forces are in eV/Å.

Its LUMO energy is 0.8113 eV. Its energy above the lowest of the compared OMol25 structures with the same formula, charge and spin is 2.817 eV. The HOMO energy comes out at -9.257 eV. As for the orbital gap: 0.3700 Eh. The structure (SMILES) is O[C@H]1C[C@@]2(O)C[C@@H]12. The total energy is -9407.015 eV.

These are the natural (NBO) partial charges, in e, on atoms 1 to 5:
1 O -0.715
2 C 0.111
3 C -0.443
4 C 0.231
5 O -0.685